Record 1
{
  "formula": "C4H11N2O",
  "method": "ωB97M-V/def2-TZVPD",
  "elements": ["C", "C", "C", "C", "N", "N", "O", "H", "H", "H", "H", "H", "H", "H", "H", "H", "H", "H"],
  "xyz": [[-1.8793, -0.3187, -0.3201], [1.3805, 2.0307, 0.3069], [1.2496, -1.6851, -0.2407], [0.9334, 0.6911, 0.6559], [-2.7040, -1.2920, -0.2538], [1.5093, -0.2568, -0.1155], [-2.4805, 0.7743, 0.1760], [0.3856, 2.4854, -0.2874], [2.1724, 2.0918, -0.3663], [1.6364, 2.7585, 1.1144], [2.1839, -2.2116, 0.0965], [0.3898, -1.8860, 0.4322], [0.7102, -1.7829, -1.2493], [0.1638, 0.5104, 1.3468], [-2.4750, -2.0966, -0.9658], [-3.6937, -1.2002, 0.0676], [-1.7647, 1.3304, 0.3276], [2.2823, 0.0574, -0.7252]],
  "forces_ev_per_a": [[1.1, 1.4, 0.0], [-3.5, 2.9, 0.4], [-2.0, 0.3, 0.5], [3.4, -2.1, -4.0], [-1.5, -4.2, -2.6], [-0.6, 2.2, 2.0], [-1.2, -1.2, 0.2], [2.5, -0.9, 1.5], [1.3, -0.3, -1.3], [-0.7, -0.8, -0.3], [-1.1, 0.1, -1.1], [0.8, -0.2, 0.0], [1.7, -0.5, 1.0], [-0.7, -0.8, 0.8], [-0.9, 1.9, 2.4], [1.0, 0.0, -0.4], [1.4, 2.3, 0.3], [-0.7, 0.1, 0.5]],
  "lowdin_charge": [-0.285, -0.032, -0.041, -0.040, 0.073, 0.000, 0.028, 0.184, 0.059, 0.117, 0.124, 0.082, 0.128, 0.119, 0.162, 0.139, 0.013, 0.171],
  "e_lumo_ha": -0.17183,
  "energy_ha": -343.40877,
  "homo_energy_ev": -12.7,
  "relative_energy_ev": 4.228,
  "total_charge": 1,
  "spin_multiplicity": 1
}

***

Record 2
{
  "formula": "C22H24NO3PbS2",
  "method": "ωB97M-V/def2-TZVPD",
  "elements": ["Pb", "C", "C", "C", "H", "C", "C", "H", "H", "H", "H", "C", "C", "C", "H", "C", "C", "H", "H", "H", "H", "O", "C", "C", "C", "C", "C", "H", "H", "H", "H", "H", "H", "H", "H", "H", "H", "O", "S", "O", "N", "C", "S", "C", "C", "C", "C", "C", "C", "H", "H", "H", "H"],
  "xyz": [[0.2415, 0.1273, -0.5631], [-2.2300, -0.9549, -1.6852], [-1.2019, -1.1235, -2.6861], [-0.5516, -2.3761, -2.4347], [-0.9801, -0.4430, -3.5017], [-1.1619, -2.9713, -1.2916], [-2.1864, -2.0940, -0.8209], [-2.8266, -2.3001, 0.0262], [-2.9031, -0.1086, -1.6355], [0.2287, -2.8225, -3.0357], [-0.9067, -3.9387, -0.8745], [0.3036, 0.4710, 2.2377], [-0.8527, -0.3680, 2.2661], [-0.4175, -1.7173, 2.2150], [-1.8836, -0.0142, 2.3274], [1.0011, -1.7276, 2.1397], [1.4592, -0.3811, 2.1512], [2.5093, -0.0710, 2.1163], [0.2879, 1.5584, 2.3403], [-1.0463, -2.6104, 2.2627], [1.6357, -2.6207, 2.1470], [2.3567, -1.3384, -1.0594], [3.3096, -2.4682, -0.9731], [3.9673, -2.0884, -2.3330], [2.5931, -3.7930, -0.9753], [4.2369, -2.3104, 0.2199], [3.0279, -0.8865, -2.3006], [3.7431, -2.7851, -3.1529], [5.0326, -1.8419, -2.2723], [3.5264, 0.0754, -2.1146], [2.2929, -0.8141, -3.1161], [3.3184, -4.6145, -1.0065], [1.9354, -3.8751, -1.8431], [1.9943, -3.8894, -0.0643], [5.1909, -2.8157, 0.0202], [3.8003, -2.7654, 1.1170], [4.4416, -1.2529, 0.4186], [-4.0539, 1.3793, 2.3813], [-3.9924, 2.0021, 1.0754], [-5.1644, 2.0173, 0.2583], [-2.6245, 1.4723, 0.1845], [-1.7988, 2.4655, -0.1325], [-0.5449, 2.5598, -1.3030], [-2.0172, 3.7021, 0.5835], [-1.2453, 4.8488, 0.6073], [-1.7959, 5.9613, 1.2173], [-3.0883, 5.9411, 1.8218], [-3.8406, 4.7425, 1.8342], [-3.2631, 3.6457, 1.2223], [-0.2552, 4.8624, 0.1706], [-1.2268, 6.8849, 1.2301], [-3.5277, 6.8309, 2.2971], [-4.8470, 4.6341, 2.2868]],
  "forces_ev_per_a": [[-1.2, -2.1, 1.0], [0.9, -0.6, -0.1], [0.0, -0.6, 0.8], [-0.9, 0.3, 0.6], [-0.1, -0.1, 0.0], [-0.2, 1.0, -0.6], [0.8, 0.1, -1.0], [0.0, 0.2, 0.0], [0.1, -0.2, 0.1], [0.1, 0.1, 0.0], [0.0, 0.1, 0.1], [0.1, -0.4, -0.3], [0.3, -0.2, -0.1], [0.3, 0.3, 0.0], [0.4, -0.2, 0.0], [-0.1, 0.6, 0.1], [-0.3, -0.2, 0.0], [-0.5, 0.0, 0.1], [0.1, -0.3, 0.0], [0.2, 0.4, -0.1], [-0.3, 0.4, -0.1], [1.6, -0.4, -1.2], [0.3, 0.0, -0.2], [-0.4, 0.1, 0.3], [-0.2, -0.1, 0.1], [0.1, -0.1, 0.2], [-0.7, 0.3, 0.5], [0.2, 0.1, 0.3], [-0.2, -0.2, -0.1], [-0.2, -0.1, -0.2], [0.3, 0.1, 0.2], [0.0, 0.1, 0.0], [0.0, 0.0, 0.1], [0.0, 0.0, -0.2], [-0.2, 0.0, 0.0], [0.0, 0.3, -0.1], [0.0, -0.2, 0.0], [0.0, 0.3, -1.0], [2.9, 0.5, 0.4], [-0.1, -0.1, -0.2], [0.1, 0.7, -0.8], [-0.9, -1.6, 0.4], [-0.2, 0.1, -0.3], [-1.7, 0.6, 0.9], [-0.4, 0.0, 0.2], [-1.1, 0.6, 0.8], [0.2, -0.6, -0.2], [0.2, 0.4, 0.1], [-0.3, 0.7, 0.2], [-0.1, 0.0, -0.1], [-0.1, 0.0, 0.1], [0.5, -0.4, -0.3], [0.8, 0.4, -0.3]],
  "lowdin_charge": [1.379, -0.258, -0.294, -0.236, 0.068, -0.186, -0.180, 0.081, 0.061, 0.061, 0.072, -0.305, -0.218, -0.178, 0.067, -0.205, -0.266, 0.071, 0.077, 0.085, 0.068, -0.301, -0.541, -0.076, -0.018, -0.021, -0.165, 0.115, 0.108, 0.116, 0.114, 0.092, 0.075, 0.085, 0.084, 0.076, 0.091, -0.306, 0.671, -0.289, -0.072, -0.817, 0.530, -0.268, -0.057, -0.074, -0.064, -0.049, -0.211, 0.088, 0.096, 0.099, 0.126],
  "e_lumo_ha": 0.07941,
  "energy_ha": -2122.36805,
  "homo_energy_ev": -3.9,
  "relative_energy_ev": 0.000,
  "total_charge": -1,
  "spin_multiplicity": 1
}

***

Record 3
{
  "formula": "C8H18N2OS",
  "method": "ωB97M-V/def2-TZVPD",
  "elements": ["C", "C", "C", "C", "C", "C", "C", "C", "N", "N", "O", "S", "H", "H", "H", "H", "H", "H", "H", "H", "H", "H", "H", "H", "H", "H", "H", "H", "H", "H"],
  "xyz": [[4.9772, -1.1562, -0.7068], [3.9823, -0.2370, -0.4067], [-0.4979, -1.6222, -1.0879], [-1.1359, -1.2509, 0.1877], [-2.7865, 0.4784, -0.2621], [3.0365, -0.3906, 0.5988], [-1.4911, 0.1870, 0.5027], [-0.3866, 1.0231, 0.0366], [-2.0704, -2.4489, 0.5431], [-0.6980, 2.4769, 0.4464], [0.1136, -1.6861, 0.1510], [1.8075, 0.6124, 0.9287], [5.7312, -0.7484, -1.3158], [5.2150, -2.0449, -0.1006], [3.7996, 0.5073, -1.1687], [-0.6421, -2.4967, -1.6140], [0.0508, -0.8313, -1.5830], [-2.5994, 0.3291, -1.3268], [-3.6074, -0.2498, 0.0217], [-3.2178, 1.5177, -0.1755], [3.0335, -1.2769, 1.1976], [-1.5281, 0.1853, 1.6718], [-0.6340, 0.8922, -1.0187], [-2.0121, -2.7436, 1.5374], [-1.7487, -3.3266, -0.0081], [-2.9092, -2.0354, 0.1888], [-1.6308, 2.9210, 0.1445], [-0.0716, 3.1727, 0.0451], [-0.5905, 2.7005, 1.4956], [2.2095, 1.6487, 0.1688]],
  "forces_ev_per_a": [[-1.4, 1.6, 2.4], [1.6, -2.2, -2.5], [1.1, 3.0, -0.6], [-0.8, -1.0, -1.7], [-1.7, -0.1, 0.6], [-0.3, 0.0, 0.8], [-1.4, -1.7, 3.6], [0.2, 1.3, -0.8], [2.2, -0.4, -0.1], [-1.1, 1.6, 0.9], [2.7, -1.6, 2.8], [0.0, 0.3, 0.7], [0.8, -0.2, -1.3], [-0.4, 0.4, -0.4], [0.3, 0.7, 0.3], [-0.5, -1.9, -1.0], [-0.7, 0.0, -1.0], [0.1, 0.0, 0.0], [0.5, 1.1, -0.2], [0.4, -1.2, 0.3], [0.0, -0.5, 0.3], [-0.6, 0.4, -1.7], [1.1, 1.4, -0.6], [-0.7, 0.6, -0.4], [-0.9, 1.9, 0.8], [-1.7, -0.8, 0.3], [1.0, -1.1, 0.7], [0.6, -0.3, -0.4], [-0.4, -0.9, -1.7], [-0.1, -0.1, -0.1]],
  "lowdin_charge": [0.135, -0.230, -0.014, -0.436, -0.028, -0.488, -0.368, -0.342, 0.303, 0.135, 0.013, 1.049, 0.063, 0.097, 0.104, 0.117, 0.134, 0.103, 0.102, 0.108, 0.087, 0.193, 0.095, 0.198, 0.221, 0.132, 0.182, 0.149, 0.201, -0.014],
  "e_lumo_ha": [-0.25731, -0.25708],
  "energy_ha": -897.72357,
  "homo_energy_ev": [-14.1, -14.1],
  "relative_energy_ev": 0.307,
  "total_charge": 2,
  "spin_multiplicity": 1
}

***

Record 4
{
  "formula": "C2H2OS",
  "method": "ωB97M-V/def2-TZVPD",
  "elements": ["C", "C", "O", "S", "H", "H"],
  "xyz": [[0.5206, 0.0148, -0.6007], [-0.0648, -0.2146, 0.5375], [2.9635, 0.6137, 0.3913], [2.1536, -0.4574, -0.1460], [-0.0130, 0.2884, -1.6040], [-0.0061, -0.2036, 1.6167]],
  "forces_ev_per_a": [[-2.4, 0.7, -1.9], [1.1, 0.6, 0.1], [0.8, 1.5, 0.3], [-0.9, -1.8, 0.1], [1.4, -0.5, 1.8], [-0.1, -0.5, -0.3]],
  "lowdin_charge": [-0.509, 0.025, -0.556, 0.880, 0.107, 0.054],
  "e_lumo_ha": [-0.02749, -0.01938],
  "energy_ha": -550.67128,
  "homo_energy_ev": [-8.7, -8.7],
  "relative_energy_ev": 3.183,
  "total_charge": 0,
  "spin_multiplicity": 1
}

***

Record 5
{
  "formula": "C8H24BrO8",
  "method": "ωB97M-V/def2-TZVPD",
  "elements": ["Br", "C", "C", "O", "O", "H", "H", "H", "H", "H", "H", "C", "C", "O", "O", "H", "H", "H", "H", "H", "H", "C", "C", "O", "O", "H", "H", "H", "H", "H", "H", "C", "C", "O", "O", "H", "H", "H", "H", "H", "H"],
  "xyz": [[0.2716, 1.4548, 1.2092], [-2.6527, 0.8000, -1.9686], [-3.4682, -0.0702, -2.9143], [-2.7468, -0.5967, -4.0106], [-1.8383, -0.0395, -1.1043], [-3.1961, 1.5382, -1.3781], [-1.9712, 1.3666, -2.6120], [-4.3320, 0.4975, -3.2684], [-3.9900, -0.8393, -2.3338], [-2.1867, -1.3460, -3.7659], [-1.4064, 0.5433, -0.4405], [0.8619, -2.4564, 0.0411], [0.7148, -3.2276, -1.2589], [-0.2685, -2.6023, -2.0107], [1.4117, -1.1775, -0.2643], [1.4475, -2.9627, 0.8109], [-0.1449, -2.2264, 0.4024], [0.5278, -4.2707, -0.9907], [1.6669, -3.1694, -1.7969], [-0.4938, -1.7098, -1.6855], [0.8157, -0.4728, 0.0534], [2.5964, 1.4156, -2.3605], [2.1173, 0.2987, -3.2423], [1.6534, 0.7446, -4.5262], [1.4461, 2.1910, -1.9759], [3.2154, 2.1283, -2.9077], [3.0777, 1.0132, -1.4693], [1.3139, -0.2510, -2.7518], [2.9332, -0.4181, -3.3988], [1.3624, 0.0179, -5.0785], [1.1762, 1.8872, -1.0954], [-0.1743, 1.3820, 6.5355], [0.1837, 1.0380, 5.1099], [-1.0149, 1.0190, 4.3469], [1.0193, 1.2337, 7.3140], [-0.8947, 0.6824, 6.9662], [-0.5288, 2.4123, 6.6165], [0.6478, 0.0569, 4.9586], [0.8144, 1.7597, 4.5799], [-0.7751, 1.1556, 3.4172], [0.8083, 1.1999, 8.2483]],
  "forces_ev_per_a": [[-0.2, 0.0, -0.1], [1.6, -0.5, -0.3], [-0.7, -0.1, 1.1], [-0.1, 0.1, -0.2], [-0.5, 0.5, -0.2], [-0.5, -0.3, 0.0], [0.0, 0.2, 0.0], [0.4, 0.3, -0.6], [0.4, -0.4, 0.1], [-0.2, 0.3, 0.4], [0.0, -0.3, -0.3], [-0.3, 1.1, -0.2], [1.0, 0.8, 1.3], [-1.2, -0.1, -1.1], [0.3, -0.2, -0.2], [0.1, -0.1, -0.1], [-0.1, -0.7, 0.4], [-0.6, -0.1, -0.5], [0.1, -0.2, 0.0], [0.3, -0.3, 0.2], [0.4, 0.0, 0.3], [-1.7, 0.8, -0.2], [0.1, -1.3, -0.8], [0.4, 1.0, 0.2], [0.4, -0.1, 0.3], [0.4, -0.3, 0.0], [0.3, -0.1, -0.2], [0.0, 0.1, 0.3], [0.2, 0.0, 0.1], [0.0, -0.3, 0.3], [-0.2, 0.2, 0.1], [0.8, -0.3, 0.5], [-0.6, -0.1, -1.7], [-0.7, 0.0, 0.3], [0.6, 0.1, 0.0], [-0.4, 0.1, -0.5], [-0.2, -0.1, -0.2], [0.3, 0.0, 0.8], [0.5, 0.2, 0.8], [0.0, 0.0, -0.1], [-0.2, 0.1, 0.0]],
  "lowdin_charge": [0.014, -0.212, -0.265, -0.060, -0.136, 0.116, 0.119, 0.111, 0.115, 0.083, -0.039, -0.243, -0.277, -0.082, -0.150, 0.112, 0.122, 0.110, 0.112, 0.055, -0.098, -0.231, -0.250, -0.076, -0.119, 0.114, 0.117, 0.098, 0.112, 0.070, -0.061, -0.235, -0.267, -0.140, -0.093, 0.117, 0.116, 0.120, 0.111, -0.080, 0.068],
  "e_lumo_ha": 0.10312,
  "energy_ha": -3495.19098,
  "homo_energy_ev": -5.7,
  "relative_energy_ev": 0.467,
  "total_charge": -1,
  "spin_multiplicity": 1
}

***

Record 6
{
  "formula": "C17H23BCl2N4NiO4S",
  "method": "ωB97M-V/def2-TZVPD",
  "elements": ["Ni", "Cl", "C", "Cl", "H", "H", "N", "C", "C", "C", "C", "C", "C", "S", "O", "O", "N", "C", "N", "C", "C", "C", "N", "H", "H", "H", "H", "H", "H", "H", "H", "H", "C", "C", "C", "O", "B", "O", "C", "C", "C", "H", "H", "H", "H", "H", "H", "H", "H", "H", "H", "H", "H"],
  "xyz": [[0.1222, 0.1199, 0.1451], [2.2116, -0.2953, 0.7282], [2.0683, -0.5511, 2.5055], [1.7224, 0.9511, 3.3419], [3.0263, -0.9403, 2.8288], [1.2493, -1.2516, 2.6350], [-3.9499, -0.5752, -6.2055], [-3.7861, -0.4229, -4.8339], [-4.4197, 0.6201, -4.1564], [-4.2182, 0.7995, -2.7998], [-3.3874, -0.0681, -2.1088], [-2.7416, -1.1073, -2.7696], [-2.9398, -1.2816, -4.1243], [-3.1097, 0.1543, -0.3886], [-3.0434, -1.1439, 0.2259], [-4.0429, 1.1265, 0.0981], [-1.5888, 0.7318, -0.2938], [-1.2109, 1.9732, -0.6873], [0.1113, 2.1230, -0.3994], [0.6895, 3.2644, -0.7263], [-0.0290, 4.2837, -1.3304], [-1.3658, 4.0224, -1.5934], [-1.9727, 2.8794, -1.2914], [-4.7876, -0.1717, -6.5910], [-3.7602, -1.4954, -6.5668], [-5.0704, 1.2938, -4.7013], [-4.6981, 1.6074, -2.2650], [-2.0854, -1.7700, -2.2169], [-2.4366, -2.0873, -4.6462], [1.7442, 3.3625, -0.4946], [0.4291, 5.2250, -1.5913], [-1.9838, 4.7687, -2.0819], [1.2665, -4.1239, 1.5685], [-0.2102, -3.7850, 1.3970], [-1.0407, -4.5084, 2.4384], [-0.3312, -2.3559, 1.6144], [-0.3265, -1.7381, 0.3741], [-0.4196, -2.6530, -0.6496], [-0.7082, -3.9537, -0.0713], [0.0365, -5.0048, -0.8735], [-2.2085, -4.1870, -0.1715], [1.5828, -3.8238, 2.5693], [1.8774, -3.5940, 0.8355], [1.4486, -5.1940, 1.4649], [-0.6179, -4.3353, 3.4287], [-1.0387, -5.5842, 2.2508], [-2.0681, -4.1522, 2.4380], [1.0964, -4.7722, -0.9575], [-0.3824, -5.0539, -1.8788], [-0.0745, -5.9886, -0.4125], [-2.7677, -3.4421, 0.3887], [-2.4687, -5.1860, 0.1821], [-2.5074, -4.1072, -1.2179]],
  "forces_ev_per_a": [[0.0, 0.0, 0.0], [0.1, -0.1, 0.0], [0.0, 0.0, 0.0], [0.0, 0.0, 0.0], [0.0, 0.0, 0.0], [0.0, 0.0, 0.0], [0.0, 0.0, 0.0], [0.0, 0.0, 0.0], [0.0, 0.0, 0.0], [0.0, 0.0, 0.0], [0.0, 0.0, 0.0], [0.0, 0.0, 0.0], [0.0, 0.0, 0.0], [0.0, 0.0, 0.0], [0.0, 0.0, 0.0], [0.0, 0.0, 0.0], [0.0, 0.0, 0.0], [0.0, 0.0, 0.0], [0.0, 0.1, 0.0], [0.0, 0.0, 0.0], [0.0, 0.0, 0.0], [0.0, 0.0, 0.0], [0.0, 0.0, 0.0], [0.0, 0.0, 0.0], [0.0, 0.0, 0.0], [0.0, 0.0, 0.0], [0.0, 0.0, 0.0], [0.0, 0.0, 0.0], [0.0, 0.0, 0.0], [0.0, 0.0, 0.0], [0.0, 0.0, 0.0], [0.0, 0.0, 0.0], [0.0, 0.0, 0.0], [0.0, 0.0, 0.0], [0.0, 0.0, 0.0], [0.0, 0.0, 0.0], [0.0, 0.0, 0.1], [0.0, 0.0, 0.0], [0.0, 0.0, 0.0], [0.0, 0.0, 0.0], [0.0, 0.0, 0.0], [0.0, 0.0, 0.0], [0.0, 0.0, 0.0], [0.0, 0.0, 0.0], [0.0, 0.0, 0.0], [0.0, 0.0, 0.0], [0.0, 0.0, 0.0], [0.0, 0.0, 0.0], [0.0, 0.0, 0.0], [0.0, 0.0, 0.0], [0.0, 0.0, 0.0], [0.0, 0.0, 0.0], [0.0, 0.0, 0.0]],
  "lowdin_charge": [0.223, 0.732, -0.900, 0.572, 0.040, 0.015, 0.094, -0.322, -0.030, -0.058, -0.289, -0.043, -0.025, 0.628, -0.292, -0.282, -0.137, -0.431, 0.067, -0.106, -0.058, -0.112, 0.158, 0.087, 0.087, 0.110, 0.112, 0.100, 0.111, 0.117, 0.096, 0.112, -0.014, -0.466, -0.002, 0.052, -0.634, 0.076, -0.463, -0.008, -0.009, 0.090, 0.091, 0.092, 0.092, 0.097, 0.092, 0.085, 0.092, 0.096, 0.077, 0.094, 0.094],
  "e_lumo_ha": 0.01480,
  "energy_ha": -4033.41210,
  "homo_energy_ev": -8.0,
  "relative_energy_ev": 0.000,
  "total_charge": 0,
  "spin_multiplicity": 1
}